The following is a quantum chemistry calculation of 2 unconnected molecules or ions with the total composition C3H10NP at a distorted geometry, from the OMol25 dataset.

Output
2S+1 = 1
Frontier orbital gap = 0.3631 hartree
Total charge = 0

Structure (XYZ):
```
15
Properties=species:S:1:pos:R:3:forces:R:3
C -0.7014 -0.7640 2.9797 2.066 -1.045 -0.987
C -1.1902 0.7880 -3.2281 -1.038 -1.201 -0.942
C 0.4234 -1.2261 2.3310 -3.039 1.360 1.504
N -0.9457 0.0064 -0.6226 -1.945 5.292 -1.816
P -0.0134 0.0002 -1.9977 0.254 -1.615 -1.824
H -0.7807 -0.8588 4.0629 0.077 0.143 -0.247
H -0.8283 -0.5807 0.1137 0.342 -1.701 2.243
H -1.5556 -0.3349 2.4778 -0.056 -0.001 -0.189
H -2.0671 1.0041 -2.5640 0.590 0.655 -0.924
H -1.6091 0.0198 -3.9735 0.726 0.862 1.125
H -0.7788 1.6119 -3.8879 -0.531 -0.665 1.294
H 0.4538 -1.1635 1.2309 0.757 -0.289 0.938
H 1.1772 -1.5839 3.0261 0.385 -0.245 -0.873
H -1.2446 1.0329 -0.4164 0.439 -2.873 0.353
H 0.6909 1.1463 -1.8648 0.973 1.323 0.344
```
Forces are in eV/Å.


The following is a quantum chemistry calculation of 2 unconnected molecules or ions with the total composition C3H10NP at a distorted geometry, from the OMol25 dataset.

Output
2S+1 = 1
Frontier orbital gap (alpha / beta) = 0.2975 / 0.2963 hartree
Total charge = 0

Structure (XYZ):
```
15
Properties=species:S:1:pos:R:3:forces:R:3
C 0.7878 1.4752 1.2653 2.732 -3.238 2.862
C 0.9488 -0.0163 -1.1348 0.487 0.771 -1.836
C -2.8116 -1.0144 -0.9549 0.563 0.336 -2.394
N 1.4719 -1.2744 1.1235 0.219 -0.433 -1.492
P 0.4731 -0.2206 0.5361 0.024 1.050 1.081
H 0.5803 2.3205 0.7765 -1.734 3.019 -2.092
H 0.4402 1.4545 2.2962 -0.712 0.246 -0.085
H 1.8877 1.6210 1.4884 -0.679 -0.722 -0.652
H 0.3922 0.8608 -1.5137 0.268 -0.432 -0.132
H 2.0285 0.1709 -1.2343 -0.256 0.169 0.250
H 0.7672 -0.8843 -1.7669 -0.358 -0.025 0.156
H -3.6436 -0.5461 -0.6334 -2.617 1.355 1.210
H -2.5396 -0.8331 -1.9657 0.353 -0.082 -0.599
H -2.2094 -1.5207 -0.3233 1.747 -1.623 1.807
H 1.4265 -1.5931 2.0410 -0.036 -0.391 1.915
```
Forces are in eV/Å.


The following is a quantum chemistry calculation of a molecular structure, C3H10NPS at a distorted geometry, from the OMol25 dataset.

Output
2S+1 = 1
Frontier orbital gap = 0.3431 hartree
Total charge = 0

Structure (XYZ):
```
16
Properties=species:S:1:pos:R:3:forces:R:3
C -0.5375 -1.3734 -0.8529 -1.620 -4.019 -0.021
C 0.4935 0.9218 -1.2746 -0.947 1.739 -1.581
C -0.3855 0.0131 -0.4303 -0.348 1.680 -0.882
N 0.1032 0.0381 0.9061 0.992 -0.692 1.114
P -0.0718 1.5897 1.5990 -0.416 0.935 -0.352
S 1.6599 -0.6148 1.1153 0.733 0.386 -0.303
H 0.3746 -2.0893 -0.9037 -1.237 1.732 -0.382
H -1.1159 -1.8380 0.0836 0.732 0.623 -2.268
H -1.2056 -1.4153 -1.8084 1.334 -0.315 1.670
H 1.4853 0.6035 -1.1212 1.431 -0.745 -0.464
H 0.5763 2.0060 -0.9445 -0.769 -1.212 -0.192
H 0.2165 0.9500 -2.3721 0.432 -0.220 1.193
H -1.4296 0.3984 -0.4073 0.565 0.072 0.120
H -0.1120 1.0993 2.8462 0.411 -0.370 2.018
H -1.4332 1.2936 1.5994 -0.963 0.903 -0.110
H 1.3819 -1.5829 1.9655 -0.330 -0.498 0.438
```
Forces are in eV/Å.


DFT total energy (computed, eV): -14050.105, -14047.972, -24885.115
ΔE to the lowest compared entry with this formula, charge and spin (computed, kcal/mol): 49.0, 98.2, 26.7